A 2-piece molecular cluster, C12H20N3O5S2 overall in a non-equilibrium geometry, computed with ωB97M-V/def2-TZVPD.

HOMO: -5.66 eV
spin multiplicity: 1
total charge: -1

Cartesian coordinates (Å):
C 2.514 0.657 -0.417
C 1.098 0.961 0.413
C 1.070 2.093 1.639
C -0.356 2.329 2.429
C -1.669 1.459 1.972
C -1.668 0.322 0.752
C -3.080 -0.468 0.493
S -3.871 -0.164 -1.176
O -4.823 -1.367 -1.499
O -2.731 -0.248 -2.265
N -4.610 1.405 -1.375
S -5.591 1.861 -0.005
O -6.585 2.968 -0.534
O -4.682 2.574 1.026
C -6.668 0.497 0.694
N -6.303 0.042 2.092
C -0.250 0.083 -0.036
H 2.994 -0.322 0.059
H 2.306 0.441 -1.564
H 3.299 1.541 -0.303
H 2.004 2.742 1.953
H -0.443 3.113 3.325
H -2.687 1.648 2.552
H -2.822 -1.633 0.535
H -3.768 -0.263 1.420
H -7.782 0.919 0.767
H -6.749 -0.467 0.016
H -5.821 -0.900 1.976
H -5.573 0.642 2.539
H -0.171 -0.736 -0.893
C 6.461 -0.450 -0.793
O 6.420 0.609 -1.408
N 6.153 -1.689 -1.313
C 6.226 -2.897 -0.519
C 5.744 -1.787 -2.699
H 6.760 -0.488 0.268
H 6.943 -3.582 -0.981
H 5.237 -3.364 -0.492
H 6.547 -2.678 0.504
H 6.544 -1.396 -3.335
H 4.846 -1.179 -2.849
H 5.534 -2.826 -2.967

Atom charges from the natural (NBO) analysis, given in e for atoms 1 to 6: -0.67, -0.02, -0.26, -0.24, -0.21, -0.01

---

C38H32Br2HfN7O3 as an isolated structure in a non-equilibrium geometry, computed with ωB97M-V/def2-TZVPD.

HOMO: -9.93 eV
spin multiplicity: 1
relative energy (zero: lowest compared OMol25 entry of this formula, charge and spin): 49.0 kcal per mole
total charge: +1

Cartesian coordinates (Å):
Hf 0.099 -0.219 -0.319
O 4.138 0.652 -1.093
C 3.027 0.677 -0.597
N 1.813 0.709 -1.200
C 1.637 0.807 -2.614
C 2.649 0.730 -3.565
C 2.316 0.831 -4.909
C 0.996 0.999 -5.297
C -0.014 1.080 -4.350
C 0.300 0.992 -2.999
N -0.654 1.014 -1.939
C -1.779 1.761 -2.073
O -2.094 2.496 -2.992
C -2.689 1.637 -0.887
C -3.848 2.282 -0.779
C -4.669 2.169 0.430
C -4.361 1.297 1.384
C -3.204 0.363 1.216
N -2.279 0.728 0.126
C 2.910 0.697 0.917
C 4.025 0.959 1.690
C 3.876 1.014 3.066
C 2.621 0.801 3.616
C 1.564 0.528 2.766
N 1.699 0.468 1.440
H 3.672 0.598 -3.255
H 3.097 0.779 -5.656
H 0.743 1.075 -6.346
H -1.039 1.229 -4.651
H -4.151 2.902 -1.613
H -5.530 2.815 0.535
H -4.957 1.200 2.284
H -3.546 -0.672 1.125
H 4.971 1.118 1.193
H 4.724 1.227 3.703
H 2.451 0.846 4.682
H 0.576 0.352 3.170
Br -0.278 7.221 1.467
C -0.583 5.368 1.369
C -1.635 4.810 2.079
C -1.866 3.446 2.003
C -1.033 2.645 1.232
C 0.015 3.213 0.522
C 0.242 4.579 0.583
N -1.218 1.208 1.101
C -2.010 0.520 2.190
C -1.480 -0.833 2.557
C -1.862 -1.456 3.733
C -1.537 -2.792 3.908
C -0.869 -3.460 2.894
C -0.511 -2.758 1.759
N -0.784 -1.457 1.604
H -2.278 5.439 2.679
H -2.716 3.041 2.532
H 0.663 2.606 -0.099
H 1.054 5.021 0.023
H -2.167 1.147 3.062
H -2.415 -0.909 4.484
H -1.822 -3.306 4.817
H -0.625 -4.510 2.971
H 0.004 -3.232 0.935
C -1.174 -2.508 -3.416
C -1.191 -2.815 -1.932
C -2.596 -2.963 -1.383
O -0.531 -1.770 -1.248
H -1.716 -3.266 -3.984
H -0.153 -2.458 -3.798
H -1.643 -1.539 -3.599
H -0.624 -3.737 -1.740
H -3.170 -2.053 -1.572
H -2.580 -3.142 -0.305
H -3.115 -3.797 -1.856
Br 5.323 -5.203 -0.313
C 3.979 -3.903 -0.218
C 3.413 -3.398 -1.376
C 2.421 -2.442 -1.254
N 1.992 -1.978 -0.076
C 2.558 -2.471 1.029
C 3.548 -3.435 1.013
H 3.732 -3.726 -2.354
H 1.962 -2.024 -2.142
H 2.213 -2.063 1.972
H 3.975 -3.801 1.936

Atom charges from the Löwdin analysis, given in e for atoms 1 to 6: 1.72, 0.08, -0.48, -0.06, -0.22, -0.02

---

C33H21MoN7O6S as an isolated structure in a non-equilibrium geometry, computed with ωB97M-V/def2-TZVPD.

HOMO (spin up / spin down): -6.36 / -6.36 eV
spin multiplicity: 1
relative energy (zero: lowest compared OMol25 entry of this formula, charge and spin): 8.0 kcal per mole

Cartesian coordinates (Å):
Mo -0.163 -0.024 -0.092
N -2.301 -2.457 -2.919
C -1.101 -2.583 -3.584
C -0.212 -1.771 -2.954
N -0.818 -1.139 -1.917
C -2.094 -1.576 -1.893
C -2.873 -1.103 -0.840
N -2.235 -0.331 0.079
C -3.185 0.013 0.998
C -4.386 -0.515 0.656
N -4.202 -1.212 -0.517
H -3.145 -2.961 -3.126
H -0.988 -3.227 -4.430
H 0.823 -1.613 -3.187
H -2.950 0.587 1.870
H -5.344 -0.443 1.128
H -4.899 -1.740 -1.011
S 2.688 1.144 -3.532
C 3.500 -0.051 -2.548
C 4.710 -0.672 -2.811
C 5.189 -1.593 -1.896
C 4.477 -1.852 -0.732
C 3.265 -1.244 -0.481
C 2.728 -0.343 -1.404
N 1.522 0.320 -1.351
C 1.372 1.144 -2.386
C 0.126 1.796 -2.569
C -0.129 2.713 -3.603
C -1.417 3.147 -3.827
C -2.446 2.631 -3.051
C -2.167 1.770 -1.993
C -0.873 1.364 -1.662
H 5.260 -0.436 -3.709
H 6.118 -2.108 -2.086
H 4.874 -2.540 -0.001
H 2.744 -1.476 0.430
H 0.687 3.067 -4.219
H -1.631 3.860 -4.612
H -3.471 2.903 -3.266
H -3.019 1.410 -1.425
O 0.422 -5.510 2.943
C 0.411 -4.393 2.474
C 1.071 -3.964 1.179
O 1.891 -4.590 0.533
C 0.529 -2.630 0.919
C -0.203 -2.146 2.023
O -0.745 -0.996 1.986
C -0.330 -3.204 3.043
O -0.934 -3.164 4.100
O 0.575 -1.949 -0.168
O 1.403 0.150 1.115
C 1.776 0.530 2.290
C 3.015 0.134 2.839
C 3.404 0.559 4.086
C 2.578 1.386 4.844
C 1.369 1.796 4.328
C 0.956 1.400 3.051
C -0.207 1.949 2.407
N -0.641 1.741 1.156
C -1.655 2.639 0.960
C -1.852 3.378 2.081
N -0.938 2.932 2.985
H 3.653 -0.513 2.256
H 4.357 0.245 4.486
H 2.890 1.713 5.826
H 0.745 2.446 4.926
H -2.159 2.729 0.024
H -2.536 4.178 2.275
H -0.799 3.270 3.923

Atom charges from the natural (NBO) analysis, given in e for atoms 1 to 6: 1.24, -0.49, -0.05, -0.04, -0.34, 0.29

---

An isolated ion of composition C7H13BrN and charge +1 in a non-equilibrium geometry, computed with ωB97M-V/def2-TZVPD.

HOMO (spin up / spin down): -12.32 / -11.44 eV
spin multiplicity: 1
relative energy (zero: lowest compared OMol25 entry of this formula, charge and spin): 132.9 kcal per mole
total charge: +1

Cartesian coordinates (Å):
C -2.287 1.701 -0.083
C -3.020 0.664 0.000
C -0.729 1.846 -0.100
C 0.290 0.923 -0.771
C 2.502 -1.239 0.663
C -0.227 -1.614 -0.759
C 1.175 -0.581 0.965
N 0.323 -0.366 -0.198
Br -4.440 -0.493 0.038
H -2.850 2.667 -0.251
H -0.644 2.920 -0.380
H -0.650 1.902 1.000
H 0.046 1.056 -1.884
H 1.243 1.384 -0.586
H 3.097 -0.902 1.474
H 2.489 -2.408 0.628
H 2.913 -1.013 -0.312
H 0.686 -2.109 -1.120
H -0.820 -2.088 0.079
H -0.918 -1.302 -1.611
H 1.316 0.338 1.598
H 0.507 -1.288 1.611

Atom charges from the natural (NBO) analysis, given in e for atoms 1 to 6: -0.31, 0.15, -0.40, -0.22, -0.65, -0.41

---

An isolated ion of composition H3O2SSi and charge -1 in a non-equilibrium geometry, computed with ωB97M-V/def2-TZVPD.

HOMO: -1.74 eV
structure (SMILES): [O-]SO[SiH3]
spin multiplicity: 1
relative energy (zero: lowest compared OMol25 entry of this formula, charge and spin): 9.9 kcal per mole
total charge: -1

Cartesian coordinates (Å):
O 2.215 -1.003 -0.294
S 2.300 0.421 0.156
O 0.553 0.844 0.339
Si -0.858 0.109 0.119
H -0.922 -1.403 0.119
H -1.937 0.829 0.818
H -1.351 0.203 -1.256

Atom charges from the natural (NBO) analysis, given in e for atoms 1 to 6: -1.04, 0.69, -1.16, 1.25, -0.22, -0.24

---

The molecule C3H7P3 in a non-equilibrium geometry, computed with ωB97M-V/def2-TZVPD.

HOMO (spin up / spin down): -8.05 / -8.05 eV
structure (SMILES): C=[PH]=[PH]=P1=CC1
spin multiplicity: 1
relative energy (zero: lowest compared OMol25 entry of this formula, charge and spin): 18.6 kcal per mole

Cartesian coordinates (Å):
C 1.381 0.505 0.992
P -0.071 1.086 1.765
P -1.563 1.104 0.150
P -1.437 -0.977 -0.570
C 0.293 -1.118 -0.539
C -0.132 -0.463 -1.798
H 2.161 -0.099 1.635
H 1.542 1.294 0.211
H -0.608 0.014 2.512
H -2.668 0.915 0.958
H 0.870 -1.979 -0.746
H 0.205 0.600 -1.768
H 0.028 -0.883 -2.803

Atom charges from the natural (NBO) analysis, given in e for atoms 1 to 6: -0.77, 0.37, -0.02, 0.47, -0.50, -0.69

---

Question: Number 5 is which compound?
Answer: H3O2SSi

---

Question: spin multiplicity of number 6 (C3H7P3)?
Answer: 1